Computed, not measured: a molecular structure, C27H28F3N2O2PS2SbSr in a non-equilibrium geometry, with ωB97M-V/def2-TZVPD.

Values from the calculation:
- ⟨S²⟩ = 0.763
- multiplicity = 2
- F_max (eV Å⁻¹) = 5.8
- LUMO level (alpha / beta) (eV) = -0.36 / -0.37
- total charge = 0
- HOMO-LUMO gap (alpha / beta) (eV) = 5.34 / 6.92
- relative energy (zero: lowest compared OMol25 entry of this formula, charge and spin) (kJ/mol) = 405.3

Positions of all 67 atoms, in Å:
Sr (-0.1276, 0.0313, -0.3433)
C (-5.2833, 1.9346, -3.1972)
C (-3.8791, 1.4433, -2.9327)
O (-3.4461, 2.0264, -1.6989)
P (-2.2990, 1.4538, -0.7627)
S (-2.8148, -0.4520, -0.3649)
S (-0.6499, 0.2230, -2.7508)
O (-2.5965, 2.4207, 0.5638)
C (-1.4282, 2.0658, 1.3562)
C (-1.8123, 1.0931, 2.4646)
H (-5.6356, 1.5571, -4.1588)
H (-5.3123, 3.0250, -3.2165)
H (-5.9616, 1.5923, -2.4157)
H (-3.1952, 1.7389, -3.7309)
H (-3.8436, 0.3548, -2.8523)
H (-0.9111, 2.9640, 1.6899)
H (-0.8089, 1.6257, 0.5409)
H (-2.6583, 0.5295, 2.0785)
H (-2.1416, 1.6318, 3.3525)
H (-1.0118, 0.4021, 2.7168)
N (0.1443, -1.5178, 3.6766)
C (-0.6336, -2.2829, 2.8308)
C (-1.4237, -3.3216, 3.3505)
C (-2.1308, -4.1100, 2.4763)
C (-1.9922, -3.9226, 1.0983)
C (-1.2264, -2.8592, 0.6957)
N (-0.6469, -1.9814, 1.5385)
H (0.4903, -1.9935, 4.4939)
H (0.8565, -0.9704, 3.2206)
H (-1.4564, -3.4956, 4.4176)
H (-2.7626, -4.9026, 2.8568)
H (-2.4392, -4.5939, 0.3816)
H (-0.9073, -2.7209, -0.3299)
F (2.9664, 4.7083, 3.4365)
C (2.4246, 4.1280, 2.3479)
C (1.8363, 4.9070, 1.3781)
C (1.2788, 4.2476, 0.2921)
C (1.2856, 2.8588, 0.1708)
C (1.9695, 2.0917, 1.1310)
C (2.5067, 2.7595, 2.2304)
Sb (0.0686, 2.3530, -1.8062)
C (-1.1527, 4.1227, -2.1670)
C (-1.8619, 4.7999, -1.1782)
C (-2.9500, 5.6010, -1.4832)
C (-3.3578, 5.6801, -2.7991)
F (-4.4357, 6.4266, -3.1024)
C (-2.7039, 5.0087, -3.8137)
C (-1.6158, 4.2173, -3.4805)
C (1.5368, 3.1086, -3.2826)
C (1.6417, 4.4554, -3.6222)
C (2.1894, 4.8749, -4.8247)
C (2.6046, 3.9153, -5.7270)
F (3.1068, 4.3109, -6.9138)
C (2.4992, 2.5666, -5.4596)
C (1.9583, 2.1829, -4.2408)
H (1.8117, 5.9841, 1.4774)
H (0.7956, 4.8617, -0.4618)
H (2.0844, 1.0106, 1.0534)
H (3.0353, 2.2164, 3.0062)
H (-1.5771, 4.7084, -0.1370)
H (-3.5023, 6.1240, -0.7147)
H (-3.0694, 5.0777, -4.8294)
H (-1.1249, 3.6624, -4.2741)
H (1.2405, 5.2162, -2.9588)
H (2.2591, 5.9226, -5.0843)
H (2.8117, 1.8436, -6.2008)
H (1.8515, 1.1224, -4.0389)

These are the Löwdin partial charges, in e, on atoms 1 to 6: 0.7457 -0.0636 -0.3210 -0.3446 0.1290 0.2730